Formula: C19H12BF4IrN7O
Source: the OMol25 dataset
Level of theory: ωB97M-V with the def2-TZVPD basis set

Geometry (Å):
1 Ir 0.161 -0.147 0.604
2 C -0.478 3.992 1.719
3 C 0.027 2.693 1.734
4 N -0.421 1.803 0.862
5 C -1.363 2.179 -0.039
6 C -1.838 3.475 -0.021
7 N -1.402 4.377 0.855
8 C -1.804 1.122 -0.983
9 C -2.783 1.207 -1.953
10 C -3.071 0.089 -2.742
11 C -2.358 -1.095 -2.523
12 C -1.386 -1.130 -1.545
13 N -1.147 -0.033 -0.815
14 C -0.523 -2.274 -1.165
15 C -0.520 -3.509 -1.785
16 N 0.277 -4.498 -1.389
17 C 1.089 -4.262 -0.373
18 C 1.120 -3.029 0.276
19 N 0.315 -2.055 -0.122
20 C -4.111 0.159 -3.794
21 C -5.012 -0.883 -3.983
22 C -5.968 -0.761 -4.980
23 N -6.065 0.298 -5.777
24 C -5.198 1.288 -5.596
25 C -4.211 1.272 -4.621
26 H -0.116 4.724 2.430
27 H 0.775 2.368 2.443
28 H -2.596 3.801 -0.722
29 H -3.343 2.120 -2.090
30 H -2.555 -1.961 -3.137
31 H -1.178 -3.717 -2.619
32 H 1.742 -5.063 -0.053
33 H 1.781 -2.822 1.107
34 H -5.002 -1.760 -3.351
35 H -6.692 -1.551 -5.141
36 H -5.291 2.136 -6.264
37 H -3.518 2.099 -4.542
38 O 2.066 0.809 -2.924
39 C 1.785 0.631 -1.801
40 N 1.566 0.477 -0.629
41 F -1.018 -0.868 2.234
42 B -0.075 -0.588 3.387
43 F 1.167 -0.274 2.570
44 F -0.489 0.547 3.990
45 F 0.118 -1.698 4.095

Values from the calculation:
Multiplicity: 1
Charge: +1
E_tot, Ha: -1718.48161
Gap between HOMO and LUMO, hartree: 0.275
M, g/mol: 633.374

Results of the Mulliken charge analysis, in e, for atoms 1 through 4: 1.0879, -0.4998, -0.0358, -0.0737

=====

Formula: C19H13CsF6N5O8S2
Source: the OMol25 dataset
Level of theory: ωB97M-V with the def2-TZVPD basis set

Geometry (Å):
1 Cs 0.125 -1.187 1.554
2 O -5.289 -1.019 1.012
3 C -3.978 -1.333 1.145
4 O -3.144 -0.482 1.317
5 C -3.715 -2.801 1.061
6 C -4.735 -3.728 0.912
7 C -4.370 -5.069 0.852
8 C -3.035 -5.411 0.938
9 C -2.079 -4.405 1.105
10 N -2.431 -3.128 1.161
11 C -0.571 -4.751 1.207
12 O -0.259 -5.882 0.817
13 O 0.130 -3.821 1.663
14 H -5.337 -0.057 1.102
15 H -5.767 -3.417 0.844
16 H -5.122 -5.840 0.737
17 H -2.683 -6.431 0.878
18 N 0.971 0.789 -2.895
19 C -0.263 1.288 -2.474
20 C -0.525 2.646 -2.700
21 C -1.755 3.149 -2.340
22 C -2.682 2.295 -1.757
23 C -2.321 0.973 -1.574
24 N -1.147 0.459 -1.939
25 C 1.714 -0.289 -2.420
26 C 2.936 -0.524 -3.083
27 C 3.692 -1.615 -2.734
28 C 3.229 -2.446 -1.717
29 C 2.048 -2.091 -1.111
30 N 1.255 -1.053 -1.436
31 H 1.512 1.444 -3.432
32 H 0.247 3.281 -3.116
33 H -1.976 4.197 -2.494
34 H -3.657 2.633 -1.433
35 H -3.016 0.280 -1.115
36 H 3.251 0.144 -3.875
37 H 4.627 -1.815 -3.243
38 H 3.770 -3.317 -1.377
39 H 1.674 -2.716 -0.302
40 F 0.091 4.480 1.414
41 C 0.162 3.147 1.314
42 F -1.057 2.646 1.546
43 F 0.509 2.836 0.064
44 S 1.388 2.467 2.511
45 O 1.293 1.050 2.258
46 O 0.971 2.984 3.775
47 N 2.734 2.972 1.958
48 S 3.520 4.319 2.041
49 O 3.606 4.950 0.758
50 O 3.266 5.115 3.202
51 C 5.219 3.640 2.304
52 F 5.587 2.840 1.300
53 F 6.090 4.653 2.372
54 F 5.297 2.948 3.445

Values from the calculation:
Multiplicity: 1
Charge: -1
E_tot, Ha: -3023.44425
Gap between HOMO and LUMO, hartree: 0.298
M, g/mol: 750.367

Results of the Mulliken charge analysis, in e, for atoms 1 through 4: 1.2934, -0.4777, 0.2194, -0.4377

=====

Formula: C19H13N5O3Se3Te2Y
Source: the OMol25 dataset
Level of theory: ωB97M-V with the def2-TZVPD basis set

Geometry (Å):
1 Y 0.432 1.449 0.390
2 O -0.636 -0.611 -3.653
3 C 0.096 -1.742 -3.556
4 C 0.080 -2.611 -4.646
5 C 0.826 -3.774 -4.622
6 C 1.602 -4.090 -3.509
7 C 1.605 -3.234 -2.421
8 C 0.852 -2.061 -2.413
9 C 0.829 -1.182 -1.204
10 O 0.227 -0.022 -1.319
11 N 1.355 -1.644 -0.119
12 N 1.165 -0.765 0.952
13 C 1.538 -1.242 2.078
14 C 1.309 -0.610 3.360
15 C 1.823 -1.237 4.503
16 C 1.595 -0.739 5.766
17 C 0.811 0.415 5.898
18 C 0.281 1.046 4.792
19 C 0.522 0.562 3.486
20 O 0.047 1.187 2.456
21 H -0.434 -0.108 -2.821
22 H -0.520 -2.342 -5.507
23 H 0.808 -4.439 -5.478
24 H 2.198 -4.994 -3.493
25 H 2.188 -3.457 -1.537
26 H 2.014 -2.223 2.072
27 H 2.416 -2.138 4.373
28 H 2.010 -1.229 6.638
29 H 0.618 0.822 6.885
30 H -0.320 1.940 4.881
31 Se 2.831 2.129 -0.622
32 Te 3.240 2.215 1.843
33 Te 1.519 4.182 2.714
34 Se -0.460 4.129 1.215
35 Se -0.457 3.665 -2.992
36 N -2.205 3.565 -3.233
37 C -2.668 2.804 -2.258
38 C -4.028 2.426 -2.025
39 C -4.275 1.632 -0.960
40 C -3.209 1.192 -0.099
41 N -1.970 1.511 -0.260
42 C -1.687 2.309 -1.338
43 N -0.445 2.670 -1.554
44 H -4.814 2.771 -2.683
45 H -5.284 1.314 -0.736
46 H -3.429 0.559 0.755

Values from the calculation:
Multiplicity: 1
Charge: -1
E_tot, Ha: -9010.30455
Gap between HOMO and LUMO, hartree: 0.150
M, g/mol: 940.331

Results of the Mulliken charge analysis, in e, for atoms 1 through 4: 1.0637, -0.7683, 0.2214, -0.6473

=====

The highest gap between HOMO and LUMO belongs to which entry? C19H13CsF6N5O8S2